(1)
Density functional theory data (ωB97M-V/def2-TZVPD) for the molecule C16H17ClN2O.

Structure (XYZ):
```
37
Properties=species:S:1:pos:R:3:forces:R:3
H 4.836 -0.703 0.403 0.07 -0.06 0.01
H 1.089 3.769 0.117 -0.02 0.07 0.00
H -0.844 -2.406 2.016 -0.04 -0.05 0.04
C -3.454 1.092 0.073 0.13 -0.16 0.08
C -2.191 -1.267 0.804 -0.06 -0.02 0.20
C 4.174 1.311 0.710 0.09 0.01 0.04
H -1.161 -3.108 -0.951 0.08 -0.09 0.11
H 2.837 -1.352 -0.875 0.00 -0.07 -0.04
H 5.055 1.607 1.258 0.08 0.03 0.05
H -2.160 -3.353 1.301 0.01 -0.04 0.09
H -4.815 -0.143 -1.023 -0.08 0.03 -0.06
C -1.457 -2.538 1.121 0.12 0.02 -0.35
C -1.712 -0.042 1.248 -0.09 -0.09 -0.01
C -2.340 1.139 0.894 -0.07 0.11 -0.08
H 0.961 -1.529 0.330 0.00 0.02 -0.09
H 3.269 3.242 0.830 -0.02 0.10 0.03
C -0.552 -2.922 -0.064 -0.15 -0.21 0.10
O -0.913 -1.121 -2.148 -0.27 -0.07 -0.19
C -0.001 -0.951 -1.367 0.12 -0.01 -0.02
C 1.894 0.560 -0.694 0.33 0.00 0.28
C 4.049 0.017 0.237 0.02 0.01 0.07
N 0.751 0.200 -1.416 -0.03 0.49 -0.34
H -3.695 -2.234 -0.371 -0.05 -0.12 -0.07
Cl -4.234 2.566 -0.388 -0.10 0.19 -0.06
C 2.021 1.877 -0.229 -0.10 -0.09 0.02
H 0.938 3.182 -1.537 -0.09 0.08 -0.07
N 0.361 -1.860 -0.412 0.18 -0.03 0.19
H 0.365 0.897 -2.036 -0.07 -0.20 0.04
C -3.949 -0.119 -0.381 -0.03 0.05 -0.01
H -0.837 -0.002 1.883 0.08 -0.02 0.07
C 0.937 2.880 -0.489 0.05 -0.06 0.01
C 3.167 2.229 0.467 0.05 -0.08 -0.04
C 2.919 -0.355 -0.468 0.00 0.04 -0.08
C -3.316 -1.289 -0.011 0.05 0.11 0.13
H -1.972 2.088 1.253 0.00 0.09 0.02
H -0.041 2.459 -0.261 -0.09 0.03 -0.02
H 0.024 -3.820 0.178 -0.10 0.01 -0.08
```
Positions in Å, forces in eV/Å.

Values from the calculation:
LUMO energy	0.72	eV
HOMO level	-8.6	eV
SMILES	Cc1ccccc1NC(=O)NCCc1ccc(Cl)cc1

(2)
Density functional theory data (ωB97M-V/def2-TZVPD) for a cluster of 2 separate species, C5H12O in total at a distorted geometry.

Structure (XYZ):
```
18
Properties=species:S:1:pos:R:3:forces:R:3
H -0.271 -2.908 -0.417 -0.23 -0.01 0.18
H -1.880 -2.626 0.337 -0.03 -0.66 0.13
H 0.442 -0.751 0.331 -1.31 0.10 -0.74
H 0.590 0.826 -1.548 0.17 -0.08 0.32
C -0.554 2.405 -0.451 0.14 -0.04 0.16
C -0.827 -2.358 0.353 -0.19 -0.14 0.13
H -1.217 -0.634 -0.844 0.40 0.02 -0.12
H -0.370 -2.569 1.325 -0.22 -0.30 -0.09
C 0.430 1.297 -0.577 0.05 0.10 0.17
O 1.226 1.048 0.404 0.06 0.46 -0.29
H -1.556 2.070 -0.742 0.09 -0.12 0.05
H -0.306 3.237 -1.113 0.04 0.08 0.02
H 2.404 -0.406 -0.462 -0.15 -0.05 0.26
C -0.738 -0.877 0.109 0.61 0.36 0.07
H 2.573 -0.119 1.380 -0.17 0.15 -0.32
H -0.594 2.764 0.580 0.02 -0.03 -0.12
H -1.302 -0.301 0.849 0.12 -0.12 0.17
C 1.949 -0.098 0.486 0.60 0.28 0.01
```
Positions in Å, forces in eV/Å.

Values from the calculation:
LUMO energy (alpha / beta)	0.78 / 0.77	eV
HOMO level (alpha / beta)	-7.2 / -7.2	eV

(3)
Density functional theory data (ωB97M-V/def2-TZVPD) for the molecule C5H11N.

Structure (XYZ):
```
17
Properties=species:S:1:pos:R:3:forces:R:3
C 1.562 1.532 -1.151 0.15 0.11 -0.06
N 0.292 1.014 -1.236 0.24 -0.18 -0.04
C -1.330 -2.105 0.560 -0.02 -0.02 0.07
C -0.040 0.089 0.511 -0.10 -0.34 0.11
C -1.009 -0.831 -0.228 -0.08 0.02 -0.09
H -0.542 -1.108 -1.173 -0.13 0.00 0.11
H 0.860 -0.475 0.771 -0.13 0.02 -0.11
H -0.420 -2.678 0.783 -0.13 0.15 -0.01
H -1.971 -2.750 -0.051 0.06 0.10 0.14
H 0.371 2.652 0.339 -0.10 -0.26 0.02
H 1.763 2.526 -1.563 -0.13 -0.06 0.00
H -1.927 -0.288 -0.475 0.09 -0.05 0.03
C 0.815 1.674 0.170 0.20 0.36 0.31
H 2.423 0.845 -1.170 0.03 0.22 -0.04
H -0.504 0.441 1.445 0.10 -0.01 -0.23
H -1.851 -1.918 1.505 0.08 0.04 -0.10
H 1.508 1.382 0.962 -0.14 -0.09 -0.12
```
Positions in Å, forces in eV/Å.

Values from the calculation:
LUMO energy	0.84	eV
HOMO level	-7.9	eV

(4)
Density functional theory data (ωB97M-V/def2-TZVPD) for a cluster of 2 separate species, FH2NO2S in total at a distorted geometry.

Structure (XYZ):
```
7
Properties=species:S:1:pos:R:3:forces:R:3
F 1.904 2.316 0.036 -0.13 -2.27 -0.20
H -0.109 0.035 0.876 -0.13 0.95 4.18
O 2.367 -0.921 -1.290 -1.18 0.99 1.92
H -0.369 0.212 -0.526 0.79 -0.33 -1.61
N 0.206 -0.368 0.077 0.46 -0.90 -3.21
O 2.324 -0.631 1.246 0.73 -0.38 0.62
S 1.841 -0.393 -0.050 -0.54 1.94 -1.69
```
Positions in Å, forces in eV/Å.

Values from the calculation:
LUMO energy (alpha / beta)	-2.59 / -2.99	eV
HOMO level (alpha / beta)	-11.9 / -10.1	eV

Quick rundown of molar mass, same order as above: 288.8, 88.1, 85.1, 99.1 g mol⁻¹
Quick rundown of relative energy (zero: lowest compared OMol25 entry of this formula, charge and spin), same order as above: 4.1, 449.3, 532.7, 328.1 kJ/mol